{"formula": "C9H16FeN6O3S3", "method": "ωB97M-V/def2-TZVPD", "elements": ["Fe", "C", "C", "N", "O", "C", "C", "N", "O", "H", "H", "H", "H", "H", "H", "H", "C", "C", "N", "N", "C", "S", "N", "N", "H", "H", "H", "H", "H", "H", "C", "O", "C", "S", "S", "H", "H", "H"], "positions_angstrom": [[-0.66, 0.63, -0.91], [-1.09, -1.29, 3.81], [-0.52, -1.10, 2.43], [0.67, -0.75, 2.12], [1.54, -0.42, 3.14], [-1.42, -1.39, 1.29], [-2.31, -2.60, 1.28], [-1.38, -0.58, 0.30], [-1.95, -0.84, -0.87], [-0.47, -0.95, 4.63], [-1.28, -2.35, 3.97], [-2.05, -0.77, 3.89], [1.05, -0.35, 3.97], [-2.87, -2.69, 2.21], [-1.74, -3.52, 1.15], [-3.01, -2.51, 0.45], [4.57, -0.06, -1.05], [3.55, 0.12, -2.11], [3.77, 0.24, -3.38], [2.52, 0.41, -3.93], [1.53, 0.38, -3.04], [-0.13, 0.50, -3.24], [2.19, 0.19, -1.86], [1.50, 0.12, -0.66], [5.55, -0.07, -1.51], [4.42, -1.01, -0.52], [4.52, 0.75, -0.32], [2.42, 0.55, -4.92], [1.72, -0.71, -0.11], [1.67, 0.95, -0.09], [-3.70, 1.76, -1.00], [-2.28, 1.92, -0.91], [-1.69, 3.10, -0.52], [-2.54, 4.45, -0.18], [0.00, 2.79, -0.46], [-4.11, 1.58, 0.00], [-3.85, 0.89, -1.62], [-4.14, 2.66, -1.42]], "relative_energy_kcal_mol": 5.2, "homo_ev": [-7.34, -7.27], "homo_lumo_gap_ev": [7.65, 7.59]}